(1)
Below is 16 unconnected molecules or ions with the total composition C31H98N22O16 at a distorted geometry, with properties calculated with wB97M-V/def2-TZVPD.

## Properties
E_HOMO, eV: -8.89
Max |F|, eV/A: 7.68
2S+1: 1
Frontier orbital gap, eV: 8.72

Each line ends with the Löwdin charge.
Geometry (Å):
1 C 2.97 -2.35 -7.52  -0.079
2 C 1.90 -1.72 -8.42  -0.400
3 C 2.67 -0.61 -9.26  -0.207
4 O 3.03 0.52 -8.50  -0.211
5 C 3.87 1.48 -9.17  -0.092
6 N 1.22 -2.76 -9.21  0.023
7 H 2.65 -3.21 -6.93  0.074
8 H 3.24 -1.54 -6.85  0.070
9 H 3.88 -2.69 -8.02  0.076
10 H 1.11 -1.16 -7.92  0.134
11 H 1.98 -0.27 -10.03  0.121
12 H 3.60 -1.06 -9.59  0.117
13 H 4.91 1.16 -9.11  0.084
14 H 3.80 2.50 -8.80  0.080
15 H 3.60 1.56 -10.22  0.080
16 H 1.95 -3.33 -9.62  0.061
17 H 0.71 -3.45 -8.67  0.070
18 C 3.49 -4.43 3.19  -0.024
19 C 4.36 -3.08 3.28  -0.469
20 C 3.98 -2.22 4.44  -0.231
21 O 2.59 -1.94 4.22  -0.206
22 C 2.03 -1.08 5.26  -0.064
23 N 5.75 -3.40 3.24  0.033
24 H 3.86 -5.15 2.45  0.067
25 H 2.49 -4.28 2.78  0.056
26 H 3.34 -4.83 4.19  0.071
27 H 4.13 -2.46 2.42  0.126
28 H 4.64 -1.35 4.42  0.124
29 H 4.18 -2.91 5.26  0.128
30 H 0.95 -1.17 5.11  0.076
31 H 2.40 -0.06 5.16  0.086
32 H 2.16 -1.58 6.22  0.084
33 H 5.85 -3.76 2.30  0.073
34 H 6.33 -2.58 3.22  0.065
35 C -0.33 -0.47 -1.80  -0.017
36 C 0.01 -0.78 -0.26  -0.451
37 C -0.80 -0.07 0.81  -0.133
38 O -0.67 1.42 0.86  -0.201
39 C 0.63 1.95 0.98  -0.141
40 N -0.18 -2.19 -0.03  0.007
41 H 0.46 -0.94 -2.39  0.072
42 H -0.29 0.62 -1.86  0.063
43 H -1.34 -0.79 -2.05  0.071
44 H 1.09 -0.73 -0.10  0.124
45 H -0.61 -0.44 1.82  0.116
46 H -1.82 -0.34 0.54  0.120
47 H 0.70 2.96 1.38  0.081
48 H 1.11 1.99 0.00  0.073
49 H 1.37 1.35 1.52  0.080
50 H 0.16 -2.54 0.86  0.068
51 H 0.48 -2.61 -0.67  0.072
52 C -8.74 0.38 -2.04  -0.067
53 C -7.76 -0.77 -2.39  -0.436
54 C -6.32 -0.39 -2.13  -0.216
55 O -5.98 0.67 -3.02  -0.193
56 C -5.31 1.72 -2.37  -0.112
57 N -8.19 -1.90 -1.61  0.038
58 H -8.60 0.88 -1.08  0.070
59 H -9.78 0.08 -2.04  0.077
60 H -8.55 1.26 -2.66  0.072
61 H -7.94 -0.88 -3.46  0.136
62 H -5.54 -1.15 -2.15  0.122
63 H -6.20 -0.12 -1.08  0.117
64 H -4.38 1.36 -1.93  0.085
65 H -6.00 2.10 -1.61  0.081
66 H -5.17 2.56 -3.05  0.088
67 H -8.55 -1.57 -0.73  0.069
68 H -7.48 -2.61 -1.48  0.070
69 C -1.54 -5.81 5.21  -0.067
70 C -2.05 -4.31 5.08  -0.294
71 O -3.48 -4.37 4.98  -0.103
72 H -1.77 -6.54 4.44  0.070
73 H -1.92 -6.08 6.19  0.068
74 H -0.47 -5.59 5.21  0.060
75 H -1.54 -3.88 4.21  0.093
76 H -1.80 -3.73 5.96  0.107
77 H -3.80 -3.52 5.29  0.072
78 C -2.29 7.27 -1.19  -0.102
79 C -1.70 7.72 0.09  -0.342
80 O -2.82 7.87 0.94  -0.091
81 H -3.03 7.93 -1.64  0.081
82 H -2.75 6.29 -1.02  0.076
83 H -1.53 7.11 -1.96  0.074
84 H -1.40 8.77 0.06  0.114
85 H -0.89 7.08 0.42  0.113
86 H -2.57 8.58 1.53  0.079
87 C -0.23 5.73 6.21  -0.079
88 C 0.04 7.18 6.67  -0.322
89 O 1.41 7.36 6.90  -0.085
90 H 0.54 5.41 5.51  0.069
91 H -1.24 5.70 5.80  0.064
92 H -0.20 4.98 7.01  0.068
93 H -0.54 7.44 7.56  0.103
94 H -0.28 7.90 5.92  0.103
95 H 1.72 8.19 6.55  0.079
96 C 7.26 -3.00 -1.91  -0.856
97 O 7.18 -3.90 -1.21  0.089
98 N 8.37 -2.44 -2.32  0.161
99 N 6.18 -2.42 -2.40  0.164
100 H 9.25 -2.82 -1.99  0.116
101 H 8.42 -1.66 -2.96  0.107
102 H 5.24 -2.74 -2.22  0.119
103 H 6.31 -1.46 -2.70  0.101
104 C 3.87 8.55 1.06  -0.815
105 O 3.76 9.74 0.87  0.020
106 N 3.91 7.74 0.05  0.163
107 N 4.00 7.99 2.24  0.172
108 H 3.69 8.12 -0.86  0.125
109 H 4.33 6.86 0.29  0.106
110 H 4.13 8.53 3.09  0.123
111 H 4.06 6.99 2.16  0.103
112 C 6.22 2.85 1.63  -0.827
113 O 5.50 3.78 1.29  0.007
114 N 6.78 2.74 2.77  0.174
115 N 6.50 1.88 0.83  0.172
116 H 6.52 3.38 3.51  0.128
117 H 7.33 1.94 3.04  0.118
118 H 7.03 1.12 1.22  0.108
119 H 6.24 1.88 -0.15  0.124
120 C 4.00 2.99 -3.92  -0.791
121 O 4.87 2.15 -3.73  0.020
122 N 3.08 2.97 -4.81  0.170
123 N 3.76 4.00 -3.11  0.145
124 H 3.07 2.19 -5.45  0.125
125 H 2.42 3.74 -4.84  0.116
126 H 3.30 4.85 -3.39  0.105
127 H 4.24 4.05 -2.22  0.110
128 C -2.55 -6.44 -4.20  -0.788
129 O -1.73 -6.44 -5.12  0.011
130 N -2.34 -5.93 -3.03  0.159
131 N -3.77 -6.89 -4.27  0.161
132 H -1.56 -5.34 -2.79  0.120
133 H -3.08 -5.93 -2.34  0.099
134 H -4.38 -6.53 -3.55  0.107
135 H -4.13 -7.38 -5.07  0.122
136 C -5.69 3.51 2.74  -0.812
137 O -5.87 2.38 3.04  0.060
138 N -6.70 4.35 2.79  0.138
139 N -4.65 4.18 2.30  0.168
140 H -6.55 5.34 2.69  0.105
141 H -7.61 3.91 2.87  0.117
142 H -4.60 5.17 2.13  0.110
143 H -3.83 3.58 2.23  0.116
144 C -4.08 1.20 7.60  -0.793
145 O -3.32 0.85 8.49  0.022
146 N -3.96 0.76 6.37  0.158
147 N -5.20 1.81 7.77  0.164
148 H -4.57 1.19 5.69  0.097
149 H -3.07 0.37 6.11  0.116
150 H -5.55 2.25 6.93  0.106
151 H -5.44 2.28 8.64  0.124
152 C 2.91 -7.04 -2.07  -0.866
153 O 2.66 -5.85 -1.95  0.016
154 N 2.21 -7.84 -2.74  0.182
155 N 4.04 -7.52 -1.72  0.172
156 H 1.28 -7.50 -2.96  0.127
157 H 2.40 -8.81 -2.93  0.123
158 H 4.61 -6.72 -1.51  0.126
159 H 4.38 -8.43 -1.98  0.119
160 C -5.59 -5.71 0.73  -0.769
161 O -5.77 -5.92 -0.48  -0.016
162 N -6.29 -6.17 1.73  0.169
163 N -4.70 -4.84 1.12  0.164
164 H -6.04 -5.82 2.65  0.110
165 H -6.92 -6.94 1.56  0.127
166 H -4.09 -4.34 0.49  0.122
167 H -4.66 -4.86 2.13  0.093

=====

(2)
Below is a molecular structure, C32H10Cl5F15GeN4S2Sr at a distorted geometry, with properties calculated with wB97M-V/def2-TZVPD.

## Properties
E_HOMO, eV: -8.69
Max |F|, eV/A: 1.02
2S+1: 1
Frontier orbital gap, eV: 7.96
Relative energy (zero: lowest compared OMol25 entry of this formula, charge and spin), kcal/mol: 34.7

Each line ends with the natural charge from an NBO analysis.
Geometry (Å):
1 Sr -0.12 -0.23 -1.93  1.755
2 C 0.00 -2.73 -0.42  -0.744
3 C -0.55 -2.98 -1.80  0.095
4 N 0.10 -3.21 -2.87  -0.147
5 N 1.42 -3.46 -2.84  -0.470
6 C 2.16 -3.22 -4.01  0.235
7 N 3.38 -3.76 -3.94  -0.781
8 S 1.59 -2.36 -5.28  -0.114
9 C -1.99 -2.62 -1.96  0.148
10 C -2.95 -3.08 -1.05  -0.233
11 C -4.25 -2.61 -1.17  -0.133
12 C -4.54 -1.69 -2.16  -0.232
13 C -3.52 -1.28 -3.00  0.057
14 N -2.27 -1.73 -2.91  -0.482
15 H -0.58 -1.90 0.01  0.242
16 H 1.07 -2.50 -0.37  0.223
17 H -0.18 -3.57 0.25  0.269
18 H 1.93 -3.39 -1.96  0.371
19 H 3.66 -4.35 -3.17  0.393
20 H 4.06 -3.50 -4.63  0.425
21 H -2.68 -3.79 -0.28  0.226
22 H -5.01 -2.94 -0.48  0.232
23 H -5.53 -1.28 -2.27  0.234
24 H -3.71 -0.54 -3.78  0.212
25 Cl -0.58 2.19 -3.82  -0.065
26 C 1.19 1.99 -3.94  -0.057
27 C 1.73 0.88 -3.35  -0.570
28 C 3.10 0.79 -3.41  0.061
29 Cl 3.86 -0.57 -2.57  -0.066
30 C 3.91 1.72 -4.05  -0.136
31 Cl 5.63 1.54 -4.09  0.043
32 C 3.31 2.82 -4.66  -0.087
33 Cl 4.27 3.99 -5.47  0.053
34 C 1.92 2.97 -4.60  -0.104
35 Cl 1.16 4.35 -5.32  0.048
36 F -1.99 0.57 4.80  -0.318
37 C -2.28 1.80 4.34  0.408
38 C -1.80 2.21 3.11  -0.561
39 C -2.09 3.51 2.74  0.406
40 F -1.62 3.99 1.58  -0.302
41 C -2.84 4.36 3.53  0.248
42 F -3.10 5.61 3.14  -0.283
43 C -3.32 3.90 4.74  0.298
44 F -4.04 4.70 5.52  -0.279
45 C -3.03 2.61 5.16  0.246
46 F -3.48 2.18 6.34  -0.285
47 Ge -0.84 1.08 1.82  1.356
48 S -2.02 0.97 0.05  -0.938
49 C -0.62 -0.78 2.51  -0.561
50 C -1.76 -1.56 2.68  0.413
51 F -2.97 -1.02 2.52  -0.297
52 C -1.71 -2.90 3.00  0.238
53 F -2.83 -3.61 3.14  -0.286
54 C -0.48 -3.51 3.19  0.290
55 F -0.42 -4.80 3.49  -0.279
56 C 0.67 -2.77 3.03  0.235
57 F 1.86 -3.36 3.18  -0.286
58 C 0.58 -1.43 2.70  0.392
59 F 1.75 -0.78 2.53  -0.315
60 C 0.99 1.86 1.72  -0.554
61 C 1.82 1.83 0.62  0.399
62 F 1.52 1.08 -0.48  -0.370
63 C 3.04 2.49 0.54  0.261
64 F 3.78 2.42 -0.56  -0.277
65 C 3.47 3.22 1.63  0.305
66 F 4.64 3.85 1.59  -0.273
67 C 2.70 3.24 2.78  0.254
68 F 3.13 3.91 3.85  -0.279
69 C 1.49 2.57 2.81  0.406
70 F 0.83 2.60 3.97  -0.309

=====

(3)
Below is 2 unconnected molecules or ions with the total composition C32H17BF12 at a distorted geometry, with properties calculated with wB97M-V/def2-TZVPD.

## Properties
E_HOMO, eV: -9.11
Max |F|, eV/A: 1.77
2S+1: 1
Frontier orbital gap, eV: 8.15
Relative energy (zero: lowest compared OMol25 entry of this formula, charge and spin), kcal/mol: 0.0

Each line ends with the natural charge from an NBO analysis.
Geometry (Å):
1 F 1.03 -0.48 6.58  -0.314
2 C 0.60 -0.30 5.30  0.471
3 C -0.76 -0.08 5.09  -0.383
4 C -1.17 0.13 3.79  0.517
5 F -2.53 0.19 3.58  -0.316
6 C -0.26 0.25 2.73  -0.571
7 B -0.59 1.04 1.47  0.865
8 C -2.07 1.34 1.13  -0.506
9 C -3.08 0.51 0.63  0.481
10 F -2.94 -0.87 0.77  -0.331
11 C -4.31 0.97 0.20  -0.354
12 C -4.58 2.31 0.43  0.437
13 F -5.80 2.81 0.03  -0.324
14 C -3.68 3.17 1.07  -0.365
15 C -2.45 2.66 1.39  0.458
16 F -1.57 3.43 2.10  -0.327
17 C 0.43 1.91 0.75  -0.562
18 C 0.44 2.16 -0.64  0.483
19 F -0.55 1.57 -1.41  -0.328
20 C 1.28 3.07 -1.26  -0.373
21 C 2.07 3.87 -0.43  0.454
22 F 2.89 4.83 -0.98  -0.319
23 C 2.11 3.68 0.95  -0.389
24 C 1.32 2.69 1.49  0.561
25 F 1.34 2.53 2.85  -0.337
26 C 1.04 -0.22 2.99  0.520
27 F 1.89 -0.46 1.94  -0.321
28 C 1.52 -0.45 4.26  -0.371
29 H -1.49 -0.12 5.88  0.257
30 H -5.05 0.30 -0.24  0.255
31 H -3.91 4.20 1.30  0.252
32 H 1.34 3.16 -2.35  0.257
33 H 2.78 4.25 1.60  0.256
34 H 2.55 -0.75 4.42  0.257
35 F 5.30 -1.60 -3.81  -0.329
36 C 5.27 -1.92 -2.49  0.977
37 F 5.84 -3.16 -2.38  -0.327
38 F 6.09 -1.05 -1.83  -0.329
39 C 3.89 -1.87 -1.96  -0.169
40 C 3.41 -2.97 -1.25  -0.180
41 C 2.12 -2.91 -0.78  -0.195
42 C 1.30 -1.82 -1.06  0.011
43 C -0.13 -1.78 -0.64  -0.452
44 C -1.15 -1.93 -1.74  0.073
45 C -2.38 -2.51 -1.41  -0.230
46 C -3.41 -2.53 -2.34  -0.204
47 C -3.22 -1.97 -3.61  -0.224
48 C -1.97 -1.50 -3.99  -0.207
49 C -0.92 -1.51 -3.05  -0.236
50 C 1.83 -0.74 -1.75  -0.236
51 C 3.12 -0.75 -2.20  -0.123
52 H 4.05 -3.82 -1.03  0.237
53 H 1.73 -3.71 -0.18  0.212
54 H -0.28 -0.83 -0.19  0.216
55 H -0.34 -2.60 0.09  0.221
56 H -2.51 -2.95 -0.43  0.215
57 H -4.37 -2.91 -2.03  0.211
58 H -4.06 -1.85 -4.29  0.213
59 H -1.80 -1.08 -4.98  0.215
60 H 0.06 -1.21 -3.39  0.216
61 H 1.17 0.09 -1.98  0.214
62 H 3.53 0.11 -2.73  0.221

=====

(4)
Below is a molecular structure, C32H21CdCl2F9N6O5S, with properties calculated with wB97M-V/def2-TZVPD.

## Properties
Total charge: -2
E_HOMO, eV: -2.29
Max |F|, eV/A: 0.45
2S+1: 1
Frontier orbital gap, eV: 6.11
Relative energy (zero: lowest compared OMol25 entry of this formula, charge and spin), kcal/mol: 0.0

Each line ends with the Löwdin charge.
Geometry (Å):
1 Cd -0.23 0.10 -0.80  1.419
2 Cl 2.68 3.59 -6.16  0.593
3 C 2.53 2.76 -4.63  -0.690
4 C 1.28 2.69 -4.03  -0.046
5 C 1.11 2.05 -2.81  -0.220
6 N -0.10 1.89 -2.15  0.015
7 C -1.13 2.73 -2.21  -0.497
8 O -1.25 3.81 -2.80  -0.011
9 C -2.32 2.23 -1.38  -0.203
10 C -3.60 2.51 -1.82  -0.009
11 C -4.68 2.02 -1.11  -0.064
12 C -4.45 1.28 0.05  -0.078
13 C -3.14 1.07 0.43  -0.154
14 N -2.09 1.53 -0.25  0.037
15 C 2.25 1.48 -2.16  -0.222
16 C 3.49 1.55 -2.78  -0.056
17 C 3.63 2.20 -4.01  -0.693
18 Cl 5.23 2.30 -4.72  0.585
19 N 1.99 0.92 -0.91  0.024
20 C 2.86 0.74 0.05  -0.505
21 O 4.11 0.80 0.05  -0.038
22 C 2.16 0.51 1.39  -0.203
23 C 2.88 0.69 2.56  -0.020
24 C 2.25 0.57 3.78  -0.068
25 C 0.90 0.26 3.81  -0.076
26 C 0.24 0.08 2.61  -0.144
27 N 0.85 0.21 1.43  0.057
28 H 0.42 3.14 -4.51  0.104
29 H -3.72 3.07 -2.74  0.115
30 H -5.69 2.18 -1.46  0.098
31 H -5.26 0.86 0.62  0.096
32 H -2.92 0.47 1.31  0.096
33 H 4.36 1.14 -2.29  0.092
34 H 3.93 0.93 2.47  0.111
35 H 2.80 0.72 4.71  0.099
36 H 0.36 0.15 4.74  0.096
37 H -0.81 -0.19 2.58  0.101
38 N 0.58 -1.90 -1.53  -0.049
39 C 0.69 -1.92 -3.00  -0.250
40 C -0.66 -1.94 -3.71  -0.118
41 C -1.71 -0.86 -3.36  -0.692
42 O -2.33 -0.35 -4.30  -0.026
43 O -1.91 -0.66 -2.11  -0.170
44 H 1.45 -2.17 -1.07  0.049
45 H -0.15 -2.53 -1.19  0.038
46 H 1.25 -2.79 -3.33  0.099
47 H 1.26 -1.04 -3.31  0.097
48 H -1.15 -2.89 -3.50  0.105
49 H -0.48 -1.88 -4.79  0.101
50 S 1.66 -3.73 3.27  1.027
51 C 1.26 -3.02 1.72  -0.417
52 N 2.24 -2.47 1.09  0.058
53 C 3.42 -2.56 1.82  -0.314
54 C 4.65 -2.02 1.43  -0.015
55 C 5.74 -2.19 2.26  -0.091
56 C 5.63 -2.89 3.47  -0.115
57 C 4.41 -3.41 3.88  -0.113
58 C 3.31 -3.23 3.04  -0.494
59 H 0.22 -3.03 1.35  0.042
60 H 4.71 -1.44 0.51  0.104
61 H 6.69 -1.77 1.98  0.097
62 H 6.50 -3.02 4.10  0.089
63 H 4.31 -3.93 4.82  0.096
64 F -1.80 -3.81 2.93  0.124
65 C -2.81 -3.79 2.04  -0.527
66 F -3.59 -2.74 2.37  0.141
67 F -3.53 -4.91 2.27  0.132
68 C -2.24 -3.63 0.57  -0.383
69 O -1.32 -2.69 0.54  -0.157
70 C -1.65 -5.03 0.14  -0.529
71 F -0.87 -4.88 -0.94  0.148
72 F -2.55 -5.98 -0.15  0.138
73 F -0.85 -5.53 1.12  0.131
74 C -3.47 -3.32 -0.38  -0.538
75 F -3.13 -3.53 -1.66  0.159
76 F -4.55 -4.10 -0.12  0.122
77 F -3.86 -2.06 -0.25  0.161

=====

(5)
Below is a molecular structure, C32H22AsMoN2O8 at a distorted geometry, with properties calculated with wB97M-V/def2-TZVPD.

## Properties
Total charge: +3
E_HOMO, eV: -17.83
Max |F|, eV/A: 1.25
2S+1: 1
Frontier orbital gap, eV: 6.38
Relative energy (zero: lowest compared OMol25 entry of this formula, charge and spin), kcal/mol: 0.0

Each line ends with the natural charge from an NBO analysis.
Geometry (Å):
1 Mo 0.89 -0.08 0.08  1.639
2 O 0.80 2.06 -3.31  -0.382
3 C 0.77 1.83 -2.17  0.771
4 O 0.95 0.49 -1.67  -0.598
5 C 0.55 2.73 -0.99  0.061
6 C 0.47 4.11 -0.99  -0.128
7 C 0.30 4.75 0.24  -0.112
8 C 0.22 4.00 1.42  -0.132
9 C 0.31 2.63 1.31  0.075
10 N 0.46 2.05 0.14  -0.395
11 C 0.25 1.62 2.41  0.775
12 O -0.04 1.74 3.54  -0.387
13 O 0.60 0.34 1.86  -0.602
14 H 0.55 4.67 -1.92  0.287
15 H 0.24 5.83 0.28  0.278
16 H 0.10 4.47 2.39  0.285
17 O 2.74 0.82 0.26  -0.600
18 C 3.87 0.24 0.29  0.479
19 C 4.13 -1.12 0.13  -0.308
20 C 5.48 -1.54 0.09  -0.047
21 C 5.75 -2.86 -0.10  0.003
22 C 4.74 -3.80 -0.27  -0.039
23 C 3.41 -3.42 -0.23  -0.270
24 C 3.09 -2.09 -0.03  0.452
25 O 1.80 -1.71 0.03  -0.646
26 N 7.18 -3.31 -0.14  0.534
27 O 7.35 -4.49 -0.32  -0.311
28 O 8.01 -2.44 0.00  -0.322
29 H 4.72 0.91 0.42  0.224
30 H 6.31 -0.84 0.21  0.285
31 H 5.03 -4.83 -0.43  0.289
32 H 2.62 -4.15 -0.36  0.251
33 C -0.41 -4.35 0.34  -0.057
34 C -0.47 -3.57 1.49  -0.199
35 C -0.85 -2.25 1.41  -0.137
36 C -1.17 -1.68 0.16  -0.494
37 C -1.11 -2.49 -1.01  -0.070
38 C -0.74 -3.81 -0.91  -0.213
39 As -1.76 0.12 -0.06  1.551
40 C -2.63 0.90 1.42  -0.464
41 C -3.05 0.15 2.52  -0.179
42 C -3.67 0.79 3.58  -0.171
43 C -3.86 2.17 3.54  -0.110
44 C -3.45 2.92 2.44  -0.212
45 C -2.83 2.29 1.37  -0.150
46 C -2.57 0.52 -1.72  -0.439
47 C -1.94 0.23 -2.94  -0.155
48 C -2.61 0.49 -4.12  -0.201
49 C -3.89 1.04 -4.09  -0.107
50 C -4.51 1.32 -2.88  -0.179
51 C -3.85 1.07 -1.69  -0.177
52 H -0.13 -5.39 0.41  0.261
53 H -0.24 -4.01 2.46  0.268
54 H -0.93 -1.67 2.32  0.256
55 H -1.41 -2.08 -1.97  0.239
56 H -0.73 -4.44 -1.79  0.267
57 H -2.94 -0.93 2.54  0.233
58 H -4.01 0.21 4.42  0.261
59 H -4.35 2.67 4.37  0.261
60 H -3.63 3.98 2.41  0.253
61 H -2.54 2.86 0.50  0.216
62 H -0.95 -0.20 -2.99  0.218
63 H -2.14 0.27 -5.07  0.257
64 H -4.41 1.24 -5.02  0.260
65 H -5.51 1.73 -2.86  0.260
66 H -4.36 1.28 -0.75  0.242

=====

> Look up the 2S+1 of the third one.

1